74
Properties=species:S:1:pos:R:3 method="wB97M-V/def2-TZVPD" s2=3.780 multiplicity=4 charge=+3 orbital_gap_ev="7.38 / 3.53"
C -3.901 1.942 -1.657
H 0.169 2.534 -1.115
O -1.743 -0.939 -1.383
H 2.070 -1.334 -5.361
H -1.580 -0.715 -4.303
W -0.308 0.137 -0.052
H 3.763 -1.579 0.428
H 0.418 -2.163 -1.038
O -0.889 0.210 3.159
H -4.955 2.037 1.034
N -1.866 1.381 -0.325
H 0.229 0.314 -5.257
N 0.636 1.705 -1.480
C -2.157 3.716 1.665
C 3.501 -2.565 0.796
C -0.816 -1.377 -2.447
H -5.673 -0.169 -3.638
O -1.752 -0.637 1.244
C -0.817 -0.386 -3.600
H 4.921 -5.393 2.033
F 0.770 2.996 1.156
N 2.185 -2.843 0.832
H -1.901 1.146 4.699
C -4.884 0.175 -2.985
H 1.252 -1.321 -2.151
C -2.882 -0.202 -1.797
H -5.687 2.152 -2.811
H -1.175 4.089 1.392
H 1.573 1.744 -1.077
C 0.507 -0.215 -4.338
H 2.082 0.192 -2.852
H -4.424 1.685 2.672
F 1.458 0.371 0.566
F 1.523 4.725 2.330
C 4.183 -4.676 1.698
H -4.419 0.405 1.441
H 1.479 2.807 -3.054
H -0.724 2.193 3.824
Si -2.500 1.967 1.208
C -4.232 1.465 1.619
H -1.879 -3.318 -2.406
C 0.847 1.925 -2.953
H -1.151 0.583 -3.235
C 2.806 -4.984 1.754
C -1.406 0.532 2.027
P 2.129 3.360 1.988
H 1.404 -3.509 -5.083
H -0.111 2.179 -3.402
C 1.505 0.721 -3.618
C 1.171 -1.488 -4.772
C 0.789 -2.760 -4.598
H -2.910 4.312 1.137
C -0.353 -3.329 -3.868
N 0.399 -1.307 -1.598
C -2.880 1.077 -1.278
C -0.920 1.205 4.233
F 1.813 2.156 2.911
H -2.327 3.893 2.729
Br 2.215 -6.579 2.380
H -3.831 -1.712 -2.999
C -4.893 1.481 -2.512
H -0.586 -4.355 -4.126
C 1.840 -4.018 1.304
H 5.556 -3.131 1.148
H 0.785 -4.260 1.373
C -3.859 -0.695 -2.631
C 4.523 -3.444 1.214
O -0.590 -1.501 1.084
F 3.442 3.659 2.765
H -0.142 0.910 4.926
H 2.253 1.053 -4.338
H -3.917 2.966 -1.301
C -1.087 -2.771 -2.903
F 2.910 3.169 0.665

66
Properties=species:S:1:pos:R:3 method="wB97M-V/def2-TZVPD" multiplicity=1 orbital_gap_ev=8.95
H -1.974 -1.471 2.666
H -4.582 -1.437 -0.225
C 4.159 2.746 0.413
C -4.756 0.116 -1.707
C 3.757 -1.155 0.345
C -5.447 0.305 0.693
H -6.194 1.063 0.449
C -4.123 0.986 1.023
N -0.837 4.012 0.423
H 2.588 0.814 -2.706
C -1.131 -1.805 2.082
H 4.365 -1.866 0.910
C -0.089 3.001 0.709
N 3.887 0.803 -1.095
C 3.169 0.089 -2.134
H -5.489 0.867 -2.008
H 2.976 -3.637 0.368
H -4.617 -0.571 -2.545
H 1.977 -3.585 -1.101
C 2.254 -0.950 -1.490
C -3.435 0.806 -1.383
H -3.383 0.237 1.313
H 4.036 3.818 0.246
H -2.214 -3.549 -1.468
C 2.296 -3.018 -0.224
H 1.511 -0.426 -0.866
C 4.672 -0.103 -0.292
H 3.871 1.424 2.125
N 1.223 3.116 1.083
O 1.503 0.917 1.462
H -1.916 -1.876 -2.028
N -2.076 3.661 0.096
C -0.180 -2.547 -0.005
C 0.110 -1.927 2.667
C 1.976 2.033 1.416
H -6.239 -1.109 -0.731
H -3.080 1.365 -2.252
F 0.257 -1.642 3.981
H 5.231 0.427 0.477
H -4.254 1.674 1.862
C -1.499 -2.886 -1.967
H 5.382 -0.608 -0.957
H 2.162 -2.451 2.444
C -3.595 1.757 -0.192
N 3.058 -1.874 -0.707
C -5.282 -0.642 -0.491
C 1.210 -2.351 1.946
H 1.730 -1.515 -2.261
H -2.677 0.061 -1.129
H -5.803 -0.247 1.566
H -2.248 -2.043 0.292
H 3.506 3.126 2.452
S -0.884 1.453 0.602
C -1.273 -2.127 0.743
C 3.433 2.331 1.707
H -1.312 -3.255 -2.974
H 1.633 4.033 0.971
H 3.055 -0.654 1.028
H 3.896 -0.404 -2.785
C 1.084 -2.651 0.601
O -0.248 -2.894 -1.324
H 5.225 2.536 0.486
O 2.714 2.682 -1.474
H -4.299 2.554 -0.453
C -2.295 2.397 0.128
C 3.523 2.065 -0.800

68
Properties=species:S:1:pos:R:3 method="wB97M-V/def2-TZVPD" multiplicity=1 orbital_gap_ev="6.58 / 6.61"
N 3.655 1.503 1.285
C 2.731 0.912 -0.634
Ni -0.336 0.575 0.488
C 2.337 -3.291 0.576
H 0.219 -0.900 3.000
N -0.895 2.477 -0.332
C 2.298 1.498 1.392
C -6.200 1.584 -0.486
C 0.173 -1.342 -0.302
H 0.750 3.025 -1.523
H 6.031 0.449 -2.551
C 2.686 0.539 -1.976
Te -2.488 -0.187 1.501
H -6.968 2.321 -0.660
H 3.883 0.078 -3.678
C -2.366 -3.104 -1.172
H 0.851 -2.302 -3.362
H -4.619 -1.329 -0.846
C 3.968 1.129 -0.006
H 1.945 -0.885 2.598
C 1.066 -1.526 2.705
H 6.122 1.137 -0.169
N -1.758 3.210 0.371
H -2.119 5.269 0.774
C -1.680 -0.407 -2.561
H -2.510 2.745 0.861
S -4.961 1.902 0.660
H 2.205 -3.882 -0.334
H -1.990 -4.119 -1.024
H 1.265 -2.214 3.532
C -6.048 0.347 -1.024
N 0.182 1.784 2.461
S 0.672 2.525 4.845
H -2.859 -2.795 -0.250
H 3.012 2.381 4.141
C -4.179 0.382 0.376
H 4.305 1.705 2.023
N 1.714 1.147 0.269
C -4.902 -0.336 -0.529
H 1.071 -0.980 -0.813
Si -0.969 -1.930 -1.668
C 1.999 2.245 3.800
I 0.607 6.390 -1.042
H -1.542 -3.405 1.678
H -6.722 -0.068 -1.760
H -0.245 -4.343 2.427
C -0.544 -3.815 1.517
C -0.408 4.650 -0.527
C -0.054 3.342 -0.881
H -1.474 2.085 3.716
H -1.430 -0.389 -3.626
C -1.510 4.526 0.289
H 1.735 0.373 -2.468
C 0.098 -2.931 -2.880
C 5.113 0.587 -1.995
Si 0.705 -2.464 1.091
H 0.619 -3.733 -2.352
H 3.108 -2.544 0.366
H -3.113 -3.142 -1.970
H -0.605 -4.550 0.711
C 1.545 1.856 2.574
H -0.512 -3.386 -3.666
C 3.886 0.377 -2.639
H -1.275 0.492 -2.099
H 2.716 -3.958 1.355
C -0.403 2.095 3.565
C 5.177 0.968 -0.669
H -2.768 -0.353 -2.476

61
Properties=species:S:1:pos:R:3 method="wB97M-V/def2-TZVPD" multiplicity=1 orbital_gap_ev=8.72
H 2.337 -0.758 -4.445
H 4.581 -0.912 -5.522
C -1.574 -0.366 2.636
H 1.925 -2.356 -5.078
C -0.744 -1.306 0.460
H 1.839 -4.329 -0.593
C 1.634 -1.632 -0.283
H -1.735 7.018 4.011
C -1.955 2.839 0.290
S -0.017 1.161 -0.777
C -1.456 4.558 1.905
H -4.727 0.759 4.573
C 0.301 3.175 1.028
H 1.190 -0.956 -2.280
H 2.349 -2.325 0.172
H 1.346 2.904 0.987
H 0.541 -5.161 -1.468
H 0.338 0.034 1.785
H 4.171 -2.507 -6.153
H 1.914 -4.384 -3.191
C -1.221 -0.185 -0.466
C 3.399 -2.383 -3.498
H -2.109 0.272 -0.035
H -2.677 2.332 -0.332
C -1.699 0.941 3.086
C -3.718 -0.868 3.613
H -2.912 2.371 4.108
O -1.978 5.542 2.686
H 0.136 -1.620 2.388
C -0.616 2.472 0.263
H 3.292 -1.083 -6.714
C 2.047 -1.392 -1.740
C 1.491 -3.582 -2.582
C -2.371 3.861 1.113
O -1.228 -3.766 -0.500
C 2.748 -1.730 -4.726
H 4.230 -1.755 -3.160
H 0.629 4.741 2.430
H -2.501 -2.298 2.597
H -3.410 4.149 1.155
H 3.815 -3.353 -3.788
C -0.360 -0.802 1.859
H 1.688 -0.685 0.250
H 2.857 -0.661 -1.748
C -2.592 -1.271 2.918
C -0.085 -3.355 -0.604
C 3.760 -1.546 -5.849
N 0.287 -2.137 -0.139
N 2.538 -2.607 -2.354
C 0.992 -4.189 -1.265
C -2.828 1.347 3.777
H 0.630 -3.157 -3.128
H -0.908 1.651 2.896
H -1.603 -1.984 0.560
H -0.364 6.832 2.890
H -0.593 5.669 4.228
H -4.501 -1.582 3.823
H -1.466 -0.603 -1.443
C -1.106 6.297 3.492
C -3.844 0.445 4.037
C -0.109 4.216 1.844

61
Properties=species:S:1:pos:R:3 method="wB97M-V/def2-TZVPD" multiplicity=1 charge=+1 orbital_gap_ev=6.51
H -0.375 -5.867 -0.675
C 1.718 -1.082 1.906
H 2.210 0.488 4.144
H 1.374 -5.095 0.695
C -0.730 -5.024 -1.280
C 6.003 -1.526 2.438
H -2.125 -1.150 2.532
C 4.669 0.689 3.436
H 0.059 -4.639 1.813
H 8.590 -1.607 2.879
C -1.974 -3.158 -0.299
C -4.807 -2.906 2.142
H 2.284 -2.010 1.756
N 1.636 1.336 4.091
H 6.554 1.260 4.293
H -7.764 -1.802 0.841
H 1.945 -3.777 -1.215
C -3.969 -1.892 1.681
H -6.810 -3.703 2.162
C 2.490 0.007 2.386
H 8.746 0.160 2.983
H -0.060 -4.913 -2.140
H 8.445 -0.786 4.447
H 2.232 -2.234 -0.355
C 2.164 2.663 4.208
N -0.784 -3.805 -0.503
H 1.008 -2.319 -1.659
C -6.167 -2.887 1.833
C 3.927 -0.233 2.683
H 1.308 3.342 4.350
H -6.279 0.087 0.142
O 0.545 1.320 3.233
C 6.724 -0.566 3.150
C -1.673 -1.959 0.610
O -3.042 -3.480 -0.779
H 4.152 1.561 3.836
N -0.231 -2.062 0.827
H -1.734 -5.253 -1.643
C -5.870 -0.765 0.695
H 2.810 2.688 5.098
H -0.260 -0.235 1.788
H -0.224 1.536 3.804
H 4.152 -2.155 1.611
C 4.634 -1.378 2.206
C -6.702 -1.814 1.103
C -2.483 -1.987 1.917
C 1.468 -2.866 -0.824
C 0.899 -4.251 1.218
H 6.524 -2.406 2.045
H 2.746 3.022 3.325
C -4.503 -0.794 0.996
C 8.199 -0.710 3.376
H -3.837 0.010 0.672
H -4.371 -3.736 2.702
H -1.917 -1.034 0.042
C 6.025 0.524 3.686
H 2.211 1.028 2.076
C 0.395 -1.094 1.549
H -2.240 -2.922 2.445
C 0.375 -3.237 0.190
H 1.632 -3.790 1.886

65
Properties=species:S:1:pos:R:3 method="wB97M-V/def2-TZVPD" s2=6.033 multiplicity=5 charge=+2 orbital_gap_ev="6.82 / 6.25"
H -4.009 2.516 0.943
C 1.751 -2.714 1.582
H -3.158 1.098 -5.577
C -0.993 0.615 2.827
H -2.551 -2.959 -5.790
N 3.127 -3.166 1.129
C -0.848 3.931 1.231
O 0.293 -0.961 1.068
C -1.987 -2.107 -3.902
H -2.489 -1.602 1.700
H 0.198 4.210 1.094
C -0.718 -0.342 3.920
C -2.476 -2.053 -5.200
S -0.623 2.907 -2.034
C -1.901 -0.913 -3.188
H -1.410 4.254 0.360
O 2.366 -0.900 0.175
H 0.513 2.974 4.146
H 0.291 -0.235 4.316
H 2.722 -3.945 -0.770
C 1.455 -1.393 0.857
N 1.603 1.863 -1.185
Pt -0.367 0.942 -0.298
C 0.854 2.370 3.300
H 3.789 4.243 -3.191
H -1.684 -3.050 -3.467
H -3.794 -0.560 1.100
H -1.213 4.491 2.098
C -2.810 0.200 -5.080
H 3.732 -3.402 1.912
C 1.700 -5.029 0.816
H 0.146 -4.117 2.052
C 3.227 3.532 -2.602
C -2.076 1.604 1.025
C -0.309 1.815 2.546
H 4.860 2.431 -1.791
N 1.881 3.649 -2.644
C -0.998 2.472 1.509
C -3.271 2.089 0.260
C -2.329 0.270 -3.781
H -3.752 1.276 -0.283
C 3.790 2.555 -1.841
C -2.086 0.473 1.884
H -1.413 -0.175 4.751
H 3.489 -2.340 0.622
H -0.867 -1.367 3.580
Se -1.244 -1.049 -1.432
C -3.032 -0.666 1.868
H 3.266 0.921 -0.494
C 2.913 1.726 -1.128
N -2.882 -0.928 -5.790
H 1.233 -5.711 0.110
H -2.295 1.211 -3.255
H 1.467 3.015 2.671
H 1.453 4.371 -3.213
H 1.990 -5.609 1.694
C 0.791 -3.861 1.216
H -3.532 -0.767 2.835
H 0.152 -3.551 0.390
H 1.787 -2.517 2.652
H -3.003 2.861 -0.459
H 1.491 1.583 3.701
H 3.824 -4.952 0.191
C 2.920 -4.351 0.221
C 1.045 2.820 -1.962

66
Properties=species:S:1:pos:R:3 method="wB97M-V/def2-TZVPD" multiplicity=1 orbital_gap_ev=8.90
C -1.851 0.648 -1.193
H 3.372 -2.394 -1.574
C 2.570 1.280 -3.432
O -5.691 0.736 -0.780
C 2.705 0.249 -1.264
H 0.259 0.752 -0.900
H 2.712 3.630 -1.025
H -3.437 -3.429 -4.208
H 0.922 2.297 3.026
H -5.682 -4.188 -0.969
C 2.231 -0.632 4.757
H 1.280 0.353 1.094
C 2.537 -2.110 -0.926
N 0.429 0.161 1.628
H 4.248 0.116 1.019
H 2.537 3.418 -3.459
H 1.654 -0.043 5.464
H 2.286 3.306 3.499
H 4.913 1.756 0.887
H -4.181 -2.313 -0.407
H -4.134 -0.022 1.195
H -2.068 -0.198 2.565
O 2.706 -0.816 -0.399
O -4.317 1.199 -2.783
H 4.638 0.510 3.307
H -5.855 -1.673 -0.447
H -5.101 -2.767 -4.198
H 4.507 2.262 3.130
H -6.437 -3.221 -2.275
C 2.628 0.140 -2.642
C 2.685 2.649 -1.471
C -0.764 0.249 0.923
O -4.516 -3.905 -2.581
H -1.821 0.902 -2.241
C 4.058 1.308 2.840
H 1.597 -2.196 -1.480
C -5.510 -3.409 -1.713
C -2.011 0.032 1.514
H 2.589 -0.680 2.629
C 4.087 1.157 1.304
H 2.595 -0.829 -3.114
N 2.715 1.296 3.365
H 1.858 -1.652 4.769
C 2.088 -0.027 3.359
H -2.764 -1.836 -2.446
H 2.508 -2.776 -0.065
N 2.804 1.580 0.749
C -3.077 0.426 -0.593
S -4.554 0.431 -1.597
C -0.699 0.566 -0.439
O -0.288 -0.159 3.773
C 2.750 1.525 -0.661
C -5.056 -2.109 -1.046
H 3.045 3.598 1.350
H 1.400 3.107 0.884
C 1.990 2.450 2.878
C 2.307 2.782 1.396
C -3.710 -1.655 -2.982
H 2.502 1.177 -4.504
H -3.558 -0.898 -3.752
C -3.161 0.123 0.752
C 2.589 2.530 -2.849
C 0.605 -0.007 2.972
N -4.727 -1.161 -2.085
C -4.209 -2.969 -3.589
H 3.273 -0.627 5.062

- What is the multiplicity in the sixth record?
  5

What did the second record say?
66
Properties=species:S:1:pos:R:3 method="wB97M-V/def2-TZVPD" multiplicity=1 orbital_gap_ev=8.95
H -1.974 -1.471 2.666
H -4.582 -1.437 -0.225
C 4.159 2.746 0.413
C -4.756 0.116 -1.707
C 3.757 -1.155 0.345
C -5.447 0.305 0.693
H -6.194 1.063 0.449
C -4.123 0.986 1.023
N -0.837 4.012 0.423
H 2.588 0.814 -2.706
C -1.131 -1.805 2.082
H 4.365 -1.866 0.910
C -0.089 3.001 0.709
N 3.887 0.803 -1.095
C 3.169 0.089 -2.134
H -5.489 0.867 -2.008
H 2.976 -3.637 0.368
H -4.617 -0.571 -2.545
H 1.977 -3.585 -1.101
C 2.254 -0.950 -1.490
C -3.435 0.806 -1.383
H -3.383 0.237 1.313
H 4.036 3.818 0.246
H -2.214 -3.549 -1.468
C 2.296 -3.018 -0.224
H 1.511 -0.426 -0.866
C 4.672 -0.103 -0.292
H 3.871 1.424 2.125
N 1.223 3.116 1.083
O 1.503 0.917 1.462
H -1.916 -1.876 -2.028
N -2.076 3.661 0.096
C -0.180 -2.547 -0.005
C 0.110 -1.927 2.667
C 1.976 2.033 1.416
H -6.239 -1.109 -0.731
H -3.080 1.365 -2.252
F 0.257 -1.642 3.981
H 5.231 0.427 0.477
H -4.254 1.674 1.862
C -1.499 -2.886 -1.967
H 5.382 -0.608 -0.957
H 2.162 -2.451 2.444
C -3.595 1.757 -0.192
N 3.058 -1.874 -0.707
C -5.282 -0.642 -0.491
C 1.210 -2.351 1.946
H 1.730 -1.515 -2.261
H -2.677 0.061 -1.129
H -5.803 -0.247 1.566
H -2.248 -2.043 0.292
H 3.506 3.126 2.452
S -0.884 1.453 0.602
C -1.273 -2.127 0.743
C 3.433 2.331 1.707
H -1.312 -3.255 -2.974
H 1.633 4.033 0.971
H 3.055 -0.654 1.028
H 3.896 -0.404 -2.785
C 1.084 -2.651 0.601
O -0.248 -2.894 -1.324
H 5.225 2.536 0.486
O 2.714 2.682 -1.474
H -4.299 2.554 -0.453
C -2.295 2.397 0.128
C 3.523 2.065 -0.800

- Look up the multiplicity of the sixth one.
  5